Density functional theory data (ωB97M-V with the def2-TZVPD basis set) for a molecular structure, C10H15ClNO6Ti.

- strongest force on any atom (eV/A) = 2.5
- <S²> = 3.751
- HOMO energy (spin up / spin down) (eV) = -7.215 / -10.185
- spin multiplicity = 4
- relative energy (zero: lowest compared OMol25 entry of this formula, charge and spin) (eV) = 0.9002
- LUMO level (spin up / spin down) (eV) = -0.47 / -0.48
- gap between HOMO and LUMO (spin up / spin down) (eV) = 6.74 / 9.70

Each line ends with the natural charge from an NBO analysis.
Atoms and positions in Å:
Ti  -2.191  0.276  2.870  0.841
Cl  -0.143  0.445  1.015  -0.852
C  -3.089  -2.511  -1.079  -0.619
C  -2.111  -3.577  -0.462  -0.387
C  -1.274  -3.072  0.728  -0.540
C  -2.086  -2.547  1.845  0.442
N  -2.696  -2.055  2.687  -0.515
H  -3.813  -2.896  -1.792  0.229
H  -2.422  -1.830  -1.612  0.217
H  -3.584  -1.882  -0.341  0.208
H  -1.361  -3.915  -1.181  0.217
H  -2.614  -4.532  -0.302  0.215
H  -0.521  -2.363  0.386  0.291
H  -0.712  -3.907  1.152  0.262
C  2.187  -0.520  -1.856  -0.107
C  1.731  -1.961  -2.146  -0.095
O  1.724  -2.029  -3.568  -0.504
C  1.741  -0.762  -4.078  0.969
O  1.533  -0.518  -5.228  -0.575
O  1.848  0.105  -3.096  -0.478
H  3.247  -0.474  -1.617  0.187
H  1.607  -0.217  -0.988  0.231
H  0.720  -2.192  -1.813  0.174
H  2.518  -2.636  -1.812  0.196
C  0.874  4.310  3.180  -0.087
C  0.161  4.155  1.788  -0.115
O  1.025  4.843  0.903  -0.492
C  2.084  5.396  1.540  0.978
O  2.898  6.016  0.939  -0.567
O  2.023  5.070  2.839  -0.494
H  1.031  3.296  3.553  0.186
H  0.313  4.833  3.952  0.180
H  -0.817  4.553  2.058  0.184
H  0.168  3.100  1.533  0.219

Atomic forces in eV per Å
1.0168 -0.4219 -1.0565
-1.1301 -0.1294 1.0459
1.7828 -0.0135 0.1838
-0.7154 -0.0671 -0.7033
-0.6050 -1.0376 0.3294
0.6280 0.4270 -0.7891
0.0352 0.3812 0.0917
0.0414 -0.2730 0.1346
-0.2776 0.2038 -0.2150
-0.1641 -0.3369 0.2112
-0.0370 0.4940 -0.3476
-0.2674 0.2167 0.7998
-0.3159 0.5575 0.3617
0.0264 -0.0656 -0.0371
-0.9541 -1.5435 0.1091
1.1541 0.0655 -0.4420
0.2553 0.0273 -0.4037
-1.2727 -1.2483 -0.8637
0.5356 0.0839 0.4817
0.6025 1.8637 1.2269
0.0943 0.2732 -0.3891
-0.0508 0.9992 -0.3391
0.1438 -0.0481 0.3462
-0.5450 -0.4109 0.3097
-0.3820 -0.4377 -1.0865
0.8562 -0.3106 2.2962
-1.2299 0.2685 -0.3135
-0.8972 -0.7272 -0.8698
0.3400 0.1408 0.8887
1.1694 0.1509 1.0449
0.9974 0.2042 0.1653
-0.0806 0.3054 -0.2318
-0.3098 0.3285 -1.5959
-0.4445 0.0800 -0.3427